{"formula": "C23H42Cl3DyN4O3SSi", "method": "ωB97M-V/def2-TZVPD", "gap_ev": [9.041, 9.055], "lumo_energy_ev": [0.486, 0.486], "spin_multiplicity": 6, "species": ["Dy", "Cl", "Cl", "Cl", "S", "Si", "O", "O", "O", "N", "N", "N", "N", "C", "C", "C", "C", "C", "C", "C", "C", "C", "C", "C", "C", "C", "C", "C", "C", "C", "C", "C", "C", "C", "C", "C", "H", "H", "H", "H", "H", "H", "H", "H", "H", "H", "H", "H", "H", "H", "H", "H", "H", "H", "H", "H", "H", "H", "H", "H", "H", "H", "H", "H", "H", "H", "H", "H", "H", "H", "H", "H", "H", "H", "H", "H", "H", "H"], "coordinates": [[0.098, 0.017, 3.720], [1.033, -2.194, 4.767], [1.637, -0.525, 1.749], [1.678, 1.742, 4.819], [-1.797, 0.569, 5.901], [-0.762, 0.644, -2.117], [-1.740, -1.234, 3.023], [0.197, -0.212, -3.190], [-0.766, 1.752, 2.547], [-1.483, -3.467, 2.658], [0.371, 0.192, 7.558], [-0.587, 3.695, 1.390], [-1.495, -0.626, 8.317], [1.873, -1.380, -4.409], [2.075, 1.691, -5.710], [-0.288, 1.528, -7.184], [-0.398, 0.009, -0.429], [-2.505, 0.217, -2.644], [1.941, 2.428, -6.888], [-0.063, 2.714, 2.112], [1.030, 0.858, -5.273], [-1.703, -2.425, 3.450], [2.173, -3.230, -6.079], [-1.516, -3.259, 1.212], [-1.994, 3.631, 1.033], [0.761, -0.415, 8.821], [-0.535, -1.062, 9.312], [0.757, 2.340, -7.637], [2.550, -2.064, -3.263], [-0.946, 0.036, 7.265], [1.679, -1.897, -5.630], [-0.161, 0.781, -6.002], [-0.891, -4.702, 3.162], [0.265, 4.643, 0.675], [1.321, -0.006, -4.051], [-0.460, 2.482, -2.337], [-1.815, -2.637, 4.528], [0.551, 2.771, -2.012], [-0.459, -2.158, 9.314], [-1.695, -4.233, 0.745], [-1.461, -5.545, 2.755], [1.164, -1.315, -6.392], [-1.063, 0.392, 0.353], [-2.321, -2.555, 0.966], [-0.119, 5.660, 0.792], [2.756, 3.075, -7.213], [0.652, 2.916, -8.554], [0.999, 0.729, 6.953], [-0.559, 2.730, -3.405], [-0.420, -1.084, -0.392], [-2.521, 3.023, 1.779], [-2.723, -0.847, -2.465], [-1.222, 1.469, -7.745], [2.101, 0.514, -3.467], [-0.924, -4.695, 4.256], [1.021, 2.771, 2.310], [2.989, 1.723, -5.106], [-2.617, 0.417, -3.720], [3.599, -1.746, -3.150], [1.119, 0.348, 9.525], [1.547, -1.163, 8.665], [0.309, 4.409, -0.399], [-3.221, 0.838, -2.084], [-2.118, 3.164, 0.041], [-2.399, 4.646, 1.009], [0.159, -4.800, 2.841], [1.277, 4.590, 1.089], [3.237, -3.227, -6.348], [0.621, 0.303, -0.166], [-1.199, 3.082, -1.785], [2.551, -3.148, -3.402], [-0.560, -2.850, 0.848], [-2.471, -0.894, 8.323], [2.033, -1.818, -2.326], [-0.963, 0.128, -5.640], [-0.821, -0.727, 10.317], [1.619, -3.533, -6.975], [2.018, -3.996, -5.311]], "forces_ev_per_angstrom": [[0.84, -0.34, 0.16], [-0.26, -0.07, 0.37], [0.34, -0.05, 0.41], [0.03, 0.09, 0.21], [0.05, -0.24, 0.31], [0.13, -0.59, -0.92], [-0.48, -1.18, 0.36], [0.01, 0.07, -0.27], [0.74, 1.49, -0.54], [-0.12, 0.38, -0.06], [-0.83, 0.29, -0.85], [0.26, -0.33, -0.21], [-0.75, 0.23, -0.63], [-0.51, 0.28, -0.57], [-0.48, -0.17, -0.12], [-0.02, -0.07, 0.20], [0.01, 0.33, -0.19], [-0.03, 0.16, -0.03], [-0.20, -0.12, 0.08], [-0.59, -0.81, 0.20], [0.27, 0.06, 0.13], [0.53, 0.58, -0.06], [-0.15, -0.48, -0.27], [0.32, 0.06, -0.04], [-0.32, -0.08, -0.09], [0.49, 0.18, 0.05], [-0.20, -0.38, 0.21], [0.12, -0.17, 0.49], [0.09, -0.24, 0.09], [1.14, -0.18, 1.11], [0.39, 0.39, 0.52], [0.37, 0.31, -0.01], [-0.31, -0.14, -0.03], [0.14, -0.01, 0.06], [-0.32, 0.28, 0.38], [-0.01, 0.13, -0.05], [0.09, 0.01, -0.42], [-0.23, -0.05, -0.08], [-0.02, 0.24, 0.06], [-0.03, 0.22, 0.01], [0.13, 0.04, 0.22], [0.14, 0.01, 0.26], [0.04, -0.04, -0.09], [0.28, -0.25, 0.05], [0.03, -0.14, 0.07], [-0.24, -0.17, 0.02], [-0.01, -0.13, 0.18], [-0.30, -0.30, 0.10], [0.05, -0.02, 0.26], [-0.03, 0.19, -0.10], [0.15, 0.27, -0.28], [0.04, 0.33, -0.02], [0.30, 0.04, 0.08], [-0.10, -0.06, -0.14], [0.03, -0.06, -0.28], [-0.38, -0.03, -0.02], [-0.30, 0.10, -0.35], [-0.11, -0.02, 0.27], [-0.24, 0.00, -0.09], [0.00, -0.18, -0.21], [-0.10, 0.23, 0.03], [-0.09, -0.01, 0.34], [0.01, -0.24, -0.19], [0.00, 0.19, 0.40], [0.02, -0.17, 0.00], [-0.36, 0.26, 0.13], [-0.21, 0.05, -0.09], [-0.16, 0.06, 0.11], [-0.25, -0.05, -0.03], [0.26, -0.13, -0.19], [0.04, 0.12, 0.16], [-0.26, -0.13, 0.15], [0.43, 0.11, -0.15], [0.12, -0.13, -0.19], [0.26, 0.28, -0.20], [0.07, -0.07, -0.22], [0.15, -0.09, 0.17], [0.11, 0.03, -0.13]]}

***

{"formula": "CBrClNO5S", "method": "ωB97M-V/def2-TZVPD", "charge": -1, "gap_ev": 7.426, "lumo_energy_ev": 2.289, "species": ["Br", "Cl", "S", "O", "O", "O", "O", "O", "N", "C"], "coordinates": [[2.243, -0.910, -0.669], [-2.485, -1.590, -0.901], [-1.040, -0.464, 0.233], [1.347, 0.442, 1.576], [-0.248, -1.567, 0.794], [-0.157, 2.007, -0.233], [-1.768, 0.296, 1.148], [0.507, 0.574, -1.736], [0.331, 0.951, -0.586], [1.270, 0.260, 0.373]], "forces_ev_per_angstrom": [[2.03, -1.26, 0.18], [-0.53, -0.14, -0.57], [-0.02, -4.32, 0.06], [0.04, 0.24, -4.07], [-0.79, 0.10, -0.18], [0.11, 0.70, 0.28], [-2.32, 1.78, 2.38], [-0.58, 1.15, -1.54], [0.71, 1.48, -1.35], [1.34, 0.28, 4.81]]}

***

{"formula": "C6H8INO2", "method": "ωB97M-V/def2-TZVPD", "gap_ev": 8.911, "lumo_energy_ev": 0.338, "species": ["I", "O", "O", "N", "C", "C", "C", "C", "C", "C", "H", "H", "H", "H", "H", "H", "H", "H"], "coordinates": [[-3.093, -1.957, -0.344], [1.196, 0.493, -2.358], [-0.154, -0.525, 1.905], [0.392, 0.422, -0.266], [-0.553, -1.090, -1.942], [1.511, 1.194, 0.309], [-1.213, 0.337, 1.614], [-0.394, -0.302, 0.592], [-1.040, -1.879, -0.790], [0.451, 0.013, -1.595], [2.139, 1.566, -0.483], [-1.413, -0.404, -2.262], [1.097, 2.127, 0.682], [2.021, 0.856, 1.129], [-0.919, 1.423, 1.926], [-2.182, 0.048, 1.866], [-0.056, -1.658, -2.735], [-0.458, -2.653, -0.222]], "forces_ev_per_angstrom": [[0.14, -0.33, -0.33], [1.83, 1.25, -2.57], [2.09, -1.74, 0.81], [2.21, -0.43, 0.00], [-0.85, 1.16, -0.52], [-2.19, 2.61, -2.15], [0.78, 3.35, 0.06], [-3.07, -1.61, -1.83], [1.35, 2.50, 4.33], [-0.92, -1.33, 2.95], [0.42, -0.54, -0.36], [0.90, -1.40, -0.37], [-0.38, 0.31, 0.14], [1.23, -2.01, 1.67], [-0.88, -1.79, -0.82], [-1.45, -0.67, 0.43], [-0.58, 0.14, -0.15], [-0.63, 0.52, -1.29]]}

***

It is found that the electronic energy values, taken in the order of the records, are -4299.981005; -3901.362845; -736.218022 Eh.
It is found that the energy above the lowest of the compared OMol25 structures with the same formula, charge and spin values, taken in the order of the records, are 0.0; 167.6; 219.3 kJ/mol.